# 1
DFT (ωB97M-V with the def2-TZVPD basis set) results for C29H23BrCl3MoN6O3SSi as an isolated structure in a non-equilibrium geometry.

Positions of all 68 atoms, in Å:
Mo (-1.14256, -1.42131, -0.14331)
Br (3.47659, 4.72685, 0.17722)
C (3.96599, 3.19659, 1.16671)
C (5.20603, 2.61671, 0.96651)
C (5.55045, 1.48423, 1.69171)
C (4.64270, 0.90844, 2.56680)
C (3.41359, 1.53166, 2.79144)
C (3.07578, 2.68020, 2.09758)
N (5.08957, -0.27772, 3.25771)
N (4.27815, -1.12316, 3.67456)
C (2.97387, -1.28857, 3.14581)
C (1.94545, -1.49282, 4.02055)
C (0.60335, -1.60133, 3.59092)
C (0.33485, -1.53737, 2.27168)
O (-0.89426, -1.55646, 1.66896)
C (1.38505, -1.43047, 1.33887)
N (0.98208, -1.44974, 0.03143)
C (1.91289, -1.44986, -0.90067)
C (3.28050, -1.43486, -0.59318)
C (3.68778, -1.39743, 0.71094)
C (2.71991, -1.35586, 1.73487)
H (5.89796, 3.04982, 0.25707)
H (6.51815, 1.01376, 1.55857)
H (2.73341, 1.13858, 3.53439)
H (2.12883, 3.17351, 2.27767)
H (2.17758, -1.50471, 5.07769)
H (-0.20067, -1.71623, 4.30831)
H (1.57054, -1.50089, -1.92540)
H (4.00474, -1.46801, -1.39652)
H (4.74342, -1.43591, 0.94737)
O (-0.72862, 0.28658, -3.76918)
C (-0.79372, 0.17757, -2.59383)
O (-0.94251, -0.99663, -1.94398)
C (-0.77540, 1.32550, -1.61599)
C (-0.66265, 2.64122, -2.07424)
C (-0.70251, 3.64609, -1.15407)
C (-0.84312, 3.33274, 0.21219)
C (-0.83188, 4.33141, 1.22010)
C (-0.97007, 3.98770, 2.53029)
C (-1.16974, 2.63415, 2.89228)
C (-1.18308, 1.65046, 1.94966)
C (-0.98749, 1.97253, 0.58303)
N (-0.94354, 0.98118, -0.35971)
H (-0.53417, 2.81489, -3.13436)
H (-0.63140, 4.68639, -1.45242)
H (-0.70047, 5.36519, 0.92373)
H (-0.93533, 4.75081, 3.29789)
H (-1.31939, 2.38060, 3.93475)
H (-1.35907, 0.62387, 2.22389)
Cl (-2.83127, -4.83974, 0.48470)
Si (-1.17212, -3.91361, -0.33447)
Cl (0.46342, -4.72505, 0.65251)
Cl (-1.07236, -4.64042, -2.27318)
S (-3.65919, -1.05706, -0.23264)
C (-3.96919, -1.48113, -1.88877)
N (-4.18949, -0.52388, -2.77792)
C (-4.38029, -0.76447, -4.21724)
C (-4.95869, -2.15441, -4.42644)
C (-4.12072, -3.16608, -3.66341)
N (-4.03393, -2.74587, -2.26104)
H (-4.14222, 0.42053, -2.43666)
H (-3.42000, -0.66783, -4.72444)
H (-5.04894, 0.00271, -4.59983)
H (-4.95400, -2.39425, -5.48820)
H (-5.99025, -2.18694, -4.07116)
H (-3.11476, -3.23361, -4.08148)
H (-4.56724, -4.15636, -3.69204)
H (-3.88634, -3.44242, -1.54452)

## Properties
Lowest unoccupied orbital energy (alpha / beta)   -4.176 / -3.837 eV
Highest occupied orbital energy (alpha / beta)   -10.79 / -10.69 eV
Frontier orbital gap (alpha / beta)   6.618 / 6.849 eV
Net charge   +1

Löwdin population analysis, charges in e, atoms 1 to 6:
1 Mo 1.30
2 Br 0.76
3 C -0.69
4 C -0.11
5 C -0.02
6 C -0.27



# 2
DFT (ωB97M-V with the def2-TZVPD basis set) results for C29H23BrClIN5O7Rb as an isolated structure.

Positions of all 68 atoms, in Å:
Rb (0.39876, -0.26025, -0.18028)
O (-5.81356, 1.06223, -4.99774)
C (-4.45725, 1.46752, -5.18849)
C (-3.68310, 1.29054, -3.91508)
C (-2.58153, 2.08889, -3.66286)
C (-1.81706, 1.84503, -2.52973)
N (-2.11684, 0.87157, -1.67566)
C (-3.20056, 0.13001, -1.88697)
C (-4.00869, 0.29588, -3.00178)
C (-3.49554, -0.89663, -0.81780)
C (-4.68061, -1.61353, -0.77607)
C (-4.88348, -2.52403, 0.25653)
C (-6.16829, -3.30306, 0.34952)
O (-7.32513, -2.47170, 0.25801)
C (-3.88688, -2.68533, 1.20156)
C (-2.72555, -1.93142, 1.08425)
N (-2.54627, -1.05619, 0.10246)
H (-6.27137, 1.16329, -5.83722)
H (-4.39819, 2.51398, -5.49992)
H (-3.99131, 0.85713, -5.96882)
H (-2.31407, 2.90118, -4.32902)
H (-0.95360, 2.45035, -2.26441)
H (-4.87708, -0.32427, -3.17252)
H (-5.45526, -1.46465, -1.51751)
H (-6.17450, -3.87976, 1.27825)
H (-6.24733, -4.00957, -0.47723)
H (-7.15718, -1.68839, 0.79352)
H (-4.00338, -3.37986, 2.02531)
H (-1.91146, -2.02604, 1.79989)
Cl (5.00456, -0.40062, 6.15298)
C (3.64907, -0.74141, 5.07888)
C (3.01530, -1.94716, 5.16695)
C (1.93463, -2.25775, 4.33454)
I (1.01541, -4.12198, 4.52800)
C (1.41102, -1.37910, 3.34704)
O (0.45396, -1.63664, 2.59018)
C (2.12448, -0.07567, 3.29369)
N (1.65911, 0.81654, 2.38735)
C (2.22440, 1.99312, 2.26473)
C (3.32472, 2.37715, 3.05424)
C (3.81509, 1.50139, 3.97961)
C (3.21937, 0.22909, 4.13683)
H (3.35951, -2.67203, 5.89351)
H (1.79910, 2.65192, 1.50917)
H (3.76907, 3.35564, 2.91845)
H (4.66079, 1.76578, 4.60116)
N (-1.94267, 2.10202, 1.50118)
C (-1.83485, 3.45948, 0.96742)
C (-0.71876, 3.75394, -0.04461)
O (-0.72900, 4.89703, -0.54918)
O (0.06537, 2.80213, -0.31395)
H (-1.05915, 1.85704, 1.94112)
H (-1.99688, 1.46270, 0.71123)
H (-1.72067, 4.16754, 1.79276)
H (-2.77631, 3.72892, 0.48196)
Br (4.12537, 1.46733, -0.96157)
C (4.03561, -0.09951, -2.04929)
C (5.18152, -0.51449, -2.70593)
C (5.06008, -1.64326, -3.50231)
C (3.83657, -2.28086, -3.60325)
C (2.75385, -1.79128, -2.88071)
N (2.86944, -0.69921, -2.10596)
C (1.39094, -2.51127, -2.96569)
O (1.29089, -3.29475, -3.92857)
O (0.57436, -2.22492, -2.06712)
H (6.11133, 0.02393, -2.59392)
H (5.92360, -2.01639, -4.04202)
H (3.67111, -3.14849, -4.22513)

## Properties
Lowest unoccupied orbital energy   3.545 eV
Highest occupied orbital energy   -2.19 eV
Frontier orbital gap   5.732 eV
Net charge   -2

Löwdin population analysis, charges in e, atoms 1 to 6:
1 Rb 0.81
2 O -0.07
3 C -0.21
4 C -0.20
5 C 0.00
6 C -0.08



# 3
DFT (ωB97M-V with the def2-TZVPD basis set) results for C29H23BrCuF4N2PS as an isolated structure.

Positions of all 62 atoms, in Å:
Cu (-0.87291, -0.65751, 0.16399)
C (-1.84261, -2.00269, 1.32918)
C (-1.89205, -2.60240, 0.05231)
C (-0.72934, -3.40938, -0.08283)
C (0.03497, -3.33110, 1.12320)
C (-0.62354, -2.49430, 1.98588)
H (-2.71127, -1.63794, 1.85923)
H (-2.72982, -2.57085, -0.62870)
H (-0.48141, -4.01063, -0.94692)
H (0.98197, -3.82173, 1.29589)
H (-0.30473, -2.21313, 2.98150)
F (5.35608, 3.19116, -0.53431)
C (4.26323, 2.48260, -0.76234)
C (3.67190, 2.50630, -2.00878)
F (4.20165, 3.23587, -2.98001)
C (2.53259, 1.76009, -2.23531)
F (2.02497, 1.80044, -3.46835)
C (1.94135, 0.98839, -1.24277)
P (0.43923, 0.00910, -1.60941)
C (1.07481, -1.20481, -2.80711)
C (1.07464, -1.00378, -4.18634)
C (1.62718, -1.96272, -5.02467)
C (2.19451, -3.11310, -4.49577)
C (2.21958, -3.30592, -3.12206)
C (1.65447, -2.35870, -2.28173)
C (-0.67574, 1.15111, -2.47924)
C (-1.65565, 0.64934, -3.33535)
C (-2.59927, 1.50374, -3.88930)
C (-2.57789, 2.85710, -3.58264)
C (-1.61631, 3.35554, -2.71473)
C (-0.66953, 2.50699, -2.16070)
C (2.57677, 0.95688, 0.00382)
Br (1.99332, -0.14594, 1.41521)
C (3.71731, 1.70143, 0.23841)
F (4.32542, 1.67877, 1.42007)
H (0.66159, -0.09719, -4.60792)
H (1.62075, -1.80161, -6.09540)
H (2.62313, -3.85718, -5.15485)
H (2.68056, -4.19228, -2.70386)
H (1.68023, -2.50022, -1.20739)
H (-1.68513, -0.40818, -3.57086)
H (-3.35001, 1.11061, -4.56371)
H (-3.31015, 3.52385, -4.02027)
H (-1.59983, 4.41007, -2.46902)
H (0.07617, 2.90514, -1.48207)
C (-3.84803, -0.21947, 5.06648)
C (-2.51987, 0.29550, 4.62129)
C (-1.41285, 0.40408, 5.41089)
C (-0.24160, 0.93047, 4.84330)
N (-0.16308, 1.26095, 3.55527)
C (-1.22924, 1.11738, 2.77337)
S (-1.20846, 1.45976, 1.09204)
N (-2.39711, 0.67619, 3.32983)
C (0.98551, 1.15361, 5.66312)
H (-3.87551, -0.33213, 6.14654)
H (-4.03941, -1.19492, 4.61329)
H (-4.64967, 0.45553, 4.76204)
H (-1.45075, 0.11364, 6.44994)
H (-3.19823, 0.64598, 2.71244)
H (0.83120, 0.90554, 6.71059)
H (1.29401, 2.19610, 5.57402)
H (1.80193, 0.55056, 5.26163)

## Properties
Lowest unoccupied orbital energy (alpha / beta)   -3.176 / -4.578 eV
2S+1   2
Highest occupied orbital energy (alpha / beta)   -10.75 / -11.18 eV
Frontier orbital gap (alpha / beta)   7.572 / 6.602 eV
Net charge   +1

Löwdin population analysis, charges in e, atoms 1 to 6:
1 Cu 0.06
2 C -0.24
3 C -0.16
4 C -0.06
5 C -0.11
6 C -0.12



- Which formula does entry 2 have?
  C29H23BrClIN5O7Rb



- What is the net charge in the third record?
  +1